a:
Entry from OMol25: a structure of composition C4H4S3 (ωB97M-V with the def2-TZVPD basis set).

E_LUMO in Ha: -0.08069
Gap between HOMO and LUMO in eV: 6.8461
Spin multiplicity: 1
Charge: 0

Each line ends with the Mulliken charge.
Positions of all 11 atoms, in Å:
1 C -0.7996 1.3867 1.6181  -0.3547
2 C -0.4837 1.2529 0.2734  -0.1744
3 C 1.2918 -0.8696 -0.9622  0.2484
4 C 0.1844 -1.8818 -1.0114  -0.1613
5 H -0.2202 0.9711 2.6008  0.2434
6 H -1.8440 2.0363 1.7227  0.1695
7 H -1.5292 1.9419 -0.3275  0.1991
8 H 0.8612 -3.0017 -1.0429  0.2357
9 S 1.0482 0.7785 -0.2657  -0.0870
10 S 2.9135 -1.0593 -1.2917  -0.1876
11 S -1.4224 -1.5551 -1.3135  -0.1312


b:
Entry from OMol25: a structure of composition C4H4S3 (ωB97M-V with the def2-TZVPD basis set).

E_LUMO in Ha: -0.00920
Gap between HOMO and LUMO in eV: 7.9787
Spin multiplicity: 1
Charge: 0

Each line ends with the Mulliken charge.
Positions of all 11 atoms, in Å:
1 C 0.4917 -0.7948 1.0552  0.2807
2 C -0.1389 -0.2610 -1.2983  -0.4469
3 C 0.2250 0.9719 -0.4571  -0.4514
4 C -0.3530 0.5198 0.9464  -0.0835
5 H -1.3658 -0.5315 -1.2811  0.2216
6 H 0.2918 -0.2853 -2.2831  0.3944
7 H 1.2645 1.1601 -0.3428  0.3346
8 H -1.3288 0.0162 0.6574  0.2023
9 S 0.6714 -1.5561 2.4993  -0.2633
10 S 0.6960 -1.4630 -0.3106  -0.0993
11 S -0.4538 2.2237 0.8147  -0.0892


Stability, highest: b


a:
Entry from OMol25: a cluster of 2 separate species, C2H6NO3 in total (ωB97M-V with the def2-TZVPD basis set).

E_LUMO in Ha: 0.15135
Gap between HOMO and LUMO in eV: 8.3494
Spin multiplicity: 1
Charge: -1

Each line ends with the Mulliken charge.
Positions of all 12 atoms, in Å:
1 C -0.7170 0.4343 -1.7269  -0.7753
2 N -0.2798 -0.1720 -0.4546  -0.2384
3 C -0.2920 0.7059 0.6809  0.5595
4 O -0.5511 0.2043 1.8046  -0.7813
5 O -0.1859 1.9186 0.3984  -0.7435
6 H 0.1542 1.0194 -2.0437  0.2039
7 H -0.9326 -0.3619 -2.4424  0.3356
8 H -1.5588 1.1203 -1.6171  0.2368
9 H -0.7125 -1.0784 -0.3545  0.2224
10 H 0.9334 -1.2374 2.0579  0.3519
11 H 2.2685 -1.1760 1.4124  0.3046
12 O 1.8735 -1.3771 2.2851  -0.6762


b:
Entry from OMol25: a cluster of 2 separate species, C2H6NO3 in total (ωB97M-V with the def2-TZVPD basis set).

E_LUMO in Ha: 0.15514
Gap between HOMO and LUMO in eV: 8.3805
Spin multiplicity: 1
Charge: -1

Each line ends with the Mulliken charge.
Positions of all 12 atoms, in Å:
1 C 0.6733 1.5575 -1.8852  -0.8721
2 N 0.7618 0.1217 -1.3938  -0.4913
3 C 0.0950 0.0817 0.0211  0.6394
4 O -1.0990 -0.2839 0.0390  -0.7857
5 O 0.9487 0.3765 0.9176  -0.7022
6 H -0.3906 1.6918 -1.9440  0.3307
7 H 1.0606 2.3952 -1.2957  0.2787
8 H 0.9160 1.5530 -2.9791  0.2984
9 H 1.7850 -0.0497 -1.2389  0.2467
10 H -1.4863 -1.2431 1.3963  0.4589
11 H -0.3524 -1.9123 2.0450  0.2687
12 O -1.2841 -1.7329 2.1631  -0.6701


c:
Entry from OMol25: a structure of composition C2H6NO3 (ωB97M-V with the def2-TZVPD basis set).

E_LUMO in Ha: 0.13674
Gap between HOMO and LUMO in eV: 7.6211
Spin multiplicity: 1
Charge: -1

Each line ends with the Mulliken charge.
Positions of all 12 atoms, in Å:
1 O 0.5190 -0.9345 -0.1980  -0.6170
2 C -0.0383 0.3019 -0.6073  -0.2035
3 N -1.4621 0.2795 -0.3033  -0.4804
4 C -1.6078 0.3963 1.0993  0.1225
5 O -0.7958 0.8759 1.9070  -0.5656
6 H 0.2049 0.3370 -1.6948  0.3574
7 H 0.5137 1.1470 -0.2158  0.2061
8 H -2.6915 0.3737 1.3084  0.3950
9 H -1.4050 -0.6985 0.4979  0.2257
10 H 1.4677 -0.9441 -0.7492  0.3976
11 H 3.0625 -1.2346 -0.9471  0.1761
12 O 2.6135 -0.6231 -1.5458  -1.0141


Stability, highest: a


a:
Entry from OMol25: a cluster of 2 separate species, C2H6NO3 in total (ωB97M-V with the def2-TZVPD basis set).

E_LUMO in Ha: 0.15854
Gap between HOMO and LUMO in eV: 8.7065
Spin multiplicity: 1
Charge: -1

Each line ends with the Mulliken charge.
Positions of all 12 atoms, in Å:
1 O 1.1975 1.4078 -0.7371  -0.7303
2 C 0.9253 0.1937 -0.3625  0.5958
3 O 0.8284 -0.1953 0.8737  -0.7832
4 C 0.3728 -0.8468 -1.4491  -0.5383
5 N -1.0004 -1.5698 -1.0745  -0.6726
6 H 0.0070 -0.3856 -2.3075  0.3965
7 H 0.9573 -1.8485 -1.6179  0.2360
8 H -1.8016 -0.9356 -1.1441  0.2333
9 H -0.9617 -1.8725 -0.1034  0.2616
10 H -1.3479 1.8840 2.0931  0.3053
11 H -0.8596 0.4378 1.9999  0.3793
12 O -1.6233 0.9909 2.2973  -0.6835


b:
Entry from OMol25: a cluster of 2 separate species, C2H6NO3 in total (ωB97M-V with the def2-TZVPD basis set).

E_LUMO in Ha: 0.15598
Gap between HOMO and LUMO in eV: 8.1458
Spin multiplicity: 1
Charge: -1

Each line ends with the Mulliken charge.
Positions of all 12 atoms, in Å:
1 C 0.1682 -2.2532 -0.3740  -0.7520
2 N 0.5534 -1.1637 0.4786  -0.2462
3 C 0.2840 0.1688 -0.0578  0.4752
4 O 0.2147 1.0874 0.7855  -0.7616
5 O 0.2548 0.2870 -1.3018  -0.7284
6 H -0.9280 -2.3932 -0.3068  0.1630
7 H 0.5031 -2.1262 -1.4034  0.2913
8 H 0.6134 -3.1949 -0.0232  0.3204
9 H 1.3422 -1.1253 1.0937  0.2289
10 H -0.7765 3.1290 0.9298  0.3723
11 H -0.8795 3.7831 -0.3324  0.3081
12 O -1.3497 3.8012 0.5117  -0.6710


Stability, highest: b


a:
Entry from OMol25: a cluster of 2 separate species, C5H14O in total (ωB97M-V with the def2-TZVPD basis set).

E_LUMO in Ha: 0.03297
Gap between HOMO and LUMO in eV: 11.1613
Spin multiplicity: 1
SMILES string: CCC(C)C.O
Charge: 0

Each line ends with the Mulliken charge.
Positions of all 20 atoms, in Å:
1 C -0.6081 -0.1834 2.2898  -1.1382
2 C -1.4038 0.7562 1.3858  -0.2080
3 C -1.0017 0.4483 -0.0782  0.3673
4 C -1.4128 1.6860 -1.0882  -1.2451
5 C -1.3638 -0.9030 -0.6971  -1.3033
6 H -0.7283 -1.2953 2.0902  0.2344
7 H 0.4784 -0.0353 2.0545  0.2993
8 H -0.7396 -0.2419 3.4042  0.3327
9 H -2.5004 0.8943 1.3362  0.3198
10 H -0.9400 1.7393 1.5682  0.2321
11 H 0.1718 0.4921 -0.2532  0.1953
12 H -0.9292 1.5490 -2.0989  0.3201
13 H -1.0029 2.7788 -0.7139  0.2722
14 H -2.4941 1.4165 -1.0229  0.3612
15 H -0.8702 -1.7143 -0.1512  0.3425
16 H -1.2336 -0.8985 -1.8070  0.3651
17 H -2.5451 -1.1266 -0.6287  0.2527
18 O 6.3883 -1.8576 -2.2115  -0.6331
19 H 7.1464 -1.7158 -1.6908  0.3127
20 H 5.5887 -1.7889 -1.6873  0.3204


b:
Entry from OMol25: a cluster of 2 separate species, C5H14O in total (ωB97M-V with the def2-TZVPD basis set).

E_LUMO in Ha: 0.03405
Gap between HOMO and LUMO in eV: 10.7139
Spin multiplicity: 1
SMILES string: CCC.CCO
Charge: 0

Each line ends with the Mulliken charge.
Positions of all 20 atoms, in Å:
1 C -1.2763 0.1937 2.0628  -1.1966
2 C -1.3901 -1.0541 1.2667  0.1868
3 C -2.5705 -0.6504 0.3031  -1.2033
4 H -0.2464 0.5130 2.2241  0.2949
5 H -1.8558 1.0639 1.8027  0.3546
6 H -1.4910 -0.0529 3.1420  0.2846
7 H -1.3188 -1.9497 1.8198  0.4701
8 H -0.6315 -0.9837 0.4753  -0.1174
9 H -2.4284 -0.3096 -0.7146  0.3355
10 H -3.2087 0.2116 0.5581  0.3150
11 H -3.0499 -1.6342 0.1053  0.2930
12 C 2.7352 0.8145 -1.9238  -1.1596
13 C 1.5071 0.5906 -1.1281  -0.0623
14 O 1.4892 -0.5742 -0.3360  -0.4789
15 H 3.5036 1.2911 -1.2568  0.2742
16 H 2.7748 1.5517 -2.7401  0.3142
17 H 3.3471 0.0293 -2.3668  0.3680
18 H 1.4449 1.5015 -0.4447  0.2260
19 H 0.6788 0.6047 -1.8624  0.2007
20 H 1.9867 -1.1568 -0.9868  0.3004


Stability, highest: a